C26H56FN3O11PS | the ωB97M-V functional and the def2-TZVPD basis

Geometry (Å):
C1 -3.39857 2.77967 -1.58988
C2 -4.02114 1.44952 -2.03461
C3 -3.53341 1.04312 -3.43112
C4 -3.49467 -0.50561 -3.64549
C5 -2.13198 -0.87273 -4.28549
C6 -2.08226 -0.39151 -5.72570
C7 -0.68479 -0.44294 -6.41182
C8 0.52306 -0.18243 -5.50177
C9 0.70818 1.32527 -5.20362
C10 1.57560 1.58111 -3.96826
C11 0.85278 1.25889 -2.64145
C12 1.84297 1.49105 -1.48905
C13 1.36131 1.01392 -0.11462
C14 2.55512 1.31772 0.87203
O1 3.47038 2.27202 0.53814
C15 3.43889 3.42501 1.40121
C16 2.11179 4.20494 1.34055
N1 3.23602 0.00767 1.25813
C17 3.15144 -0.32022 2.74885
N2 3.62364 -1.64749 2.99576
C18 2.48901 -2.50634 3.45269
C19 2.74622 -1.05084 0.35193
P1 3.91035 -1.33349 -1.05999
N3 4.40537 -2.79937 -0.94170
O2 5.19398 -0.32379 -0.96738
O3 3.21446 -1.12106 -2.48796
C20 1.30472 -0.53050 0.15270
S1 0.15060 -1.57075 -0.73753
O4 -0.11060 -2.61299 0.18712
O5 0.60594 -2.03339 -1.99069
F1 -1.16466 -0.76885 -0.89512
H1 -3.61268 2.95324 -0.53098
H2 -3.81208 3.63362 -2.12492
H3 -2.30970 2.75865 -1.68184
H4 -3.74966 0.69232 -1.29914
H5 -5.10083 1.58466 -2.07785
H6 -2.53228 1.43345 -3.63347
H7 -4.17370 1.44584 -4.21858
H8 -3.55785 -0.97409 -2.66413
H9 -4.30586 -0.82093 -4.29844
H10 -1.39207 -0.38887 -3.65212
H11 -1.92954 -1.94350 -4.19642
H12 -2.73993 -1.04733 -6.30159
H13 -2.47498 0.61745 -5.85503
H14 -0.67274 0.34936 -7.16475
H15 -0.55533 -1.39214 -6.93218
H16 0.53545 -0.77325 -4.58582
H17 1.41339 -0.48075 -6.06521
H18 1.22542 1.72882 -6.07485
H19 -0.26265 1.81698 -5.10021
H20 1.90784 2.62064 -3.90709
H21 2.44733 0.92092 -4.01323
H22 0.04987 1.99283 -2.55046
H23 0.49911 0.23647 -2.69919
H24 1.92677 2.57729 -1.40875
H25 2.84778 1.15496 -1.73931
H26 0.43039 1.46966 0.20957
H27 2.02032 1.57425 1.79695
H28 3.73474 3.17818 2.42351
H29 4.22442 4.07900 1.02991
H30 1.60171 4.07307 2.29673
H31 1.44591 3.76468 0.59986
H32 2.25076 5.26287 1.15052
H33 4.22664 0.26196 1.15970
H34 2.16258 -0.11081 3.15814
H35 3.85274 0.37228 3.21938
H36 4.28262 -1.64084 3.76327
H37 2.69757 -3.56296 3.29889
H38 1.57943 -2.28854 2.89364
H39 2.26856 -2.35392 4.50996
H40 2.61950 -2.04148 0.78286
H41 5.41988 -2.79602 -0.87766
H42 5.37204 -0.02234 -1.87551
H43 3.78120 -1.62414 -3.10330
H44 0.89035 -0.58581 1.16730
C21 -1.90746 -3.20664 7.10337
O6 -2.31380 -3.52803 5.76891
C22 -1.35163 -3.42645 4.85851
O7 -0.20867 -3.09586 5.06610
O8 -1.86708 -3.74845 3.67193
C23 -0.93395 -3.67386 2.59550
H45 -2.78005 -3.32988 7.73781
H46 -1.12563 -3.88474 7.44002
H47 -1.56917 -2.17375 7.16246
H48 -0.10968 -4.36943 2.75220
H49 -0.56354 -2.65931 2.48652
H50 -1.45936 -3.95257 1.69001
C24 -2.66024 3.11124 4.47179
O9 -2.64997 1.73790 4.86470
C25 -3.34521 0.93204 4.05481
O10 -3.93999 1.27249 3.06591
O11 -3.25955 -0.30811 4.53284
C26 -3.96664 -1.28993 3.76467
H51 -2.06775 3.65462 5.20296
H52 -2.21017 3.23415 3.48707
H53 -3.67436 3.50561 4.47520
H54 -3.56726 -1.34553 2.75279
H55 -5.03191 -1.06825 3.74184
H56 -3.81910 -2.24863 4.24808

Its total charge is +1. The value obtained for the HOMO-LUMO gap is 9.53 eV. Its LUMO energy is -2.585 eV.

---

C11H20N4O5 | the ωB97M-V functional and the def2-TZVPD basis

Geometry (Å):
C1 -2.58998 3.73203 -1.70883
N1 -1.97762 2.46958 -2.14921
C2 -1.64147 1.46950 -1.30610
O1 -1.89686 1.50687 -0.11968
C3 -0.86470 0.22724 -1.79477
C4 -0.05569 0.50113 -3.06481
O2 0.57527 -0.70218 -3.50603
N2 0.00409 -0.36503 -0.76174
C5 0.98911 0.30768 -0.14838
O3 1.26552 1.43139 -0.51750
C6 1.80194 -0.40566 0.97597
C7 1.67793 0.26779 2.37034
C8 0.28077 0.80581 2.77894
C9 -0.79257 -0.30390 2.81215
N3 -1.98819 0.03190 2.46438
O4 -0.56530 -1.46261 3.13102
N4 1.52288 -1.84329 1.08861
C10 1.87960 -2.71997 0.12836
C11 1.71075 -4.16245 0.43321
O5 2.30582 -2.37401 -0.97820
H1 -1.97119 4.19485 -0.91943
H2 -2.59993 4.46208 -2.52761
H3 -3.59176 3.59619 -1.27875
H4 -1.78548 2.40377 -3.14640
H5 -1.60195 -0.49677 -2.14091
H6 0.68484 1.27230 -2.91449
H7 -0.74654 0.82146 -3.79855
H8 1.14634 -1.05420 -2.82364
H9 -0.11721 -1.36871 -0.47817
H10 2.83427 -0.27817 0.68374
H11 2.07003 -0.39627 3.16935
H12 2.35193 1.13697 2.30487
H13 0.31480 1.28369 3.75031
H14 -0.03431 1.57649 2.05953
H15 -2.63190 -0.74060 2.45502
H16 -2.16808 0.87366 1.87988
H17 1.18514 -2.19901 1.98046
H18 0.67196 -4.32478 0.74297
H19 2.34017 -4.37563 1.28841
H20 2.00757 -4.79915 -0.41430

The SMILES is CNC(=O)[C@@H](CO)NC(=O)[C@@H](CCC(N)=O)NC(C)=O. The value obtained for the HOMO-LUMO gap is 10.04 eV. Its LUMO energy is 0.613 eV. As for the energy above the lowest of the compared OMol25 structures with the same formula, charge and spin: 0.171 eV.